(1)
The following is a quantum chemistry calculation of a cluster of 8 separate species, H14NO10 in total in a non-equilibrium geometry, from OMol25.

Each line ends with the Löwdin charge.
Atoms and positions in Å:
N -0.36272 0.47574 -0.24820  -0.408
O -1.27091 -0.38407 -0.07138  -0.044
O 0.12674 1.07288 0.83270  -0.108
O 0.51051 0.16879 -1.07698  -0.024
O 3.89498 -0.57797 -0.74113  -0.120
H 4.48571 -0.23999 -1.54399  0.096
H 2.98844 -0.28979 -0.91964  0.001
O 0.48924 -1.19844 2.47044  -0.027
H 0.40955 -0.75939 1.69696  -0.085
H 1.14009 -0.62801 2.96587  0.072
O 0.97748 3.88853 0.66585  -0.055
H 0.92800 3.00740 0.45990  -0.072
H 1.96817 3.98995 0.76783  0.068
O 0.01243 -2.90002 -1.20938  -0.135
H -0.56604 -2.03414 -0.89487  0.088
H -0.46232 -3.64690 -0.84993  0.002
O 0.09782 -0.24308 -3.79897  -0.145
H 0.29930 -1.27293 -4.03432  0.118
H 0.23485 -0.01959 -2.88384  -0.057
O -1.84220 1.70021 2.73214  -0.063
H -0.98649 1.65145 2.07299  0.081
H -2.27093 2.33463 2.36785  -0.115
O -3.61747 -1.71204 0.65350  -0.121
H -4.35090 -1.19555 0.11159  0.092
H -2.83333 -1.18767 0.47501  -0.040

Energy above the lowest of the compared OMol25 structures with the same formula, charge and spin: 343.5 kJ/mol
E: -22188.8871 eV
Orbital gap: 0.3495 hartree
2S+1: 1
Charge: -1

=====

(2)
The following is a quantum chemistry calculation of an isolated molecule of C16H15N5OS in a non-equilibrium geometry, from OMol25.

Each line ends with the Löwdin charge.
Atoms and positions in Å:
C 0.53939 1.51312 -3.32479  -0.053
C -0.32515 0.59401 -2.51681  -0.284
C 0.22346 -0.45819 -1.80246  0.000
C -0.58052 -1.36815 -1.11559  -0.137
C -1.97472 -1.23511 -1.13958  -0.216
C -2.50838 -0.13973 -1.80987  -0.031
C -1.70621 0.75603 -2.48805  -0.031
H -2.15546 1.58683 -3.01193  0.116
H -3.57830 0.00349 -1.80141  0.117
C -2.87727 -2.18032 -0.41436  -0.027
H -3.86746 -2.17107 -0.86216  0.084
H -2.48583 -3.19305 -0.43342  0.075
H -2.97526 -1.86653 0.62699  0.070
C 0.07629 -2.48990 -0.39867  -0.424
O -0.19729 -3.65290 -0.55558  0.112
C 1.13026 -2.06620 0.61367  -0.336
H 1.75170 -1.23603 0.28311  0.059
H 1.74452 -2.91842 0.90281  0.092
S 0.25841 -1.60282 2.16248  1.012
C -0.64025 -0.19857 1.66387  -0.618
N -1.94049 -0.07948 1.81367  0.026
N -2.26918 1.11214 1.34730  -0.011
N -1.26048 1.73776 0.91821  0.071
N -0.17816 0.96685 1.10929  -0.029
C 1.09879 1.43259 0.78729  -0.186
C 1.21876 2.45294 -0.15307  -0.010
C 2.48475 2.91235 -0.46374  -0.047
C 3.57382 2.33301 0.17509  -0.139
N 3.45473 1.38930 1.09159  0.075
C 2.25159 0.95213 1.40662  -0.107
H 2.21066 0.21040 2.19275  0.091
H 4.58621 2.64165 -0.04567  0.107
H 2.62362 3.70043 -1.18650  0.109
H 0.32869 2.85779 -0.60769  0.111
H 1.29629 -0.60076 -1.81618  0.128
H 0.53711 1.19241 -4.36698  0.087
H 1.56770 1.50026 -2.97035  0.068
H 0.16174 2.53268 -3.29132  0.079

Energy above the lowest of the compared OMol25 structures with the same formula, charge and spin: 186.7 kJ/mol
E: -37167.4465 eV
Structure (SMILES): Cc1ccc(C)c(C(=O)CSc2nnnn2-c2cccnc2)c1
Orbital gap: 0.3295 hartree
2S+1: 1
Charge: 0

=====

(3)
The following is a quantum chemistry calculation of an isolated molecule of C3H4N2O2S in a non-equilibrium geometry, from OMol25.

Each line ends with the Löwdin charge.
Atoms and positions in Å:
C -0.58260 0.54710 1.35982  -0.117
C -0.41740 0.77132 -1.12582  -0.578
C 0.62844 -1.20820 -0.02237  -0.254
H 0.06070 0.79715 4.18136  0.218
H -1.62417 0.98954 1.32107  0.157
H -1.30662 1.43974 -1.09254  0.067
H 0.79880 -1.55291 1.13313  0.167
N 0.07996 0.17762 2.37463  0.010
N 0.08640 0.18612 0.00395  -0.106
O -0.86814 0.58747 3.49983  -0.176
O 0.94093 -1.81591 -1.01733  0.006
S 0.15962 0.30916 -2.70768  0.605

Energy above the lowest of the compared OMol25 structures with the same formula, charge and spin: 513.2 kJ/mol
E: -21081.5130 eV
Structure (SMILES): O=CN(C=S)/C=N/O
Orbital gap: 0.2927 hartree
2S+1: 1
Charge: 0

=====

(4)
The following is a quantum chemistry calculation of a structure of composition C57H90NO39V in a non-equilibrium geometry, from OMol25.

Each line ends with the Löwdin charge.
Atoms and positions in Å:
O -2.01181 0.66983 -4.17533  -0.553
V -0.93294 1.70962 -3.41903  0.744
O -0.07618 2.53501 -4.43222  -0.513
C -0.60229 -1.96805 -0.55237  -0.008
C -1.09869 -0.45161 -0.64245  -0.411
C -1.41013 0.21834 0.77435  -0.100
C -0.17859 0.65655 1.57217  -0.182
C 0.57430 1.74562 0.81401  -0.131
C 1.05917 1.08390 -0.55645  -0.424
N -0.05896 0.35917 -1.31522  -0.157
O 0.31148 -0.03418 -2.67953  -0.281
C 2.19345 0.20806 -0.23689  -0.051
C 1.55123 2.42228 -1.28344  -0.034
C -2.52521 -0.45108 -1.31937  -0.055
H -0.45173 -2.37873 -1.55076  0.048
H -1.26153 -2.62159 0.01893  0.061
H 0.45026 -2.07340 -0.28941  0.057
H -1.64979 -0.61672 1.43262  0.085
H -2.36300 0.74670 0.74313  0.081
H 0.44264 -0.21918 1.75999  0.089
H -0.37030 1.03379 2.57668  0.090
H 1.49490 2.04550 1.31468  0.098
H -0.03599 2.64713 0.76023  0.089
H 2.86215 0.52837 0.56208  0.072
H 2.79602 -0.14130 -1.07532  0.091
H 2.05130 -0.68211 0.37588  0.041
H 2.34134 2.92938 -0.72966  0.062
H 0.70922 3.10591 -1.39204  0.059
H 2.07370 2.10052 -2.18434  0.071
H -3.30140 -0.97283 -0.75955  0.061
H -2.58071 -0.88444 -2.31797  0.059
H -2.81682 0.59870 -1.35153  0.057
C -5.01691 1.27099 0.57242  0.002
C -6.59417 1.41841 0.83304  -0.235
C -6.93169 2.72387 1.53255  -0.172
O -8.00759 3.30440 0.89782  0.046
C -8.16749 2.59540 -0.34794  -0.409
O -8.92403 2.98491 -1.29273  0.071
O -7.25280 1.61203 -0.48054  0.069
H -4.44734 1.24662 1.50145  0.069
H -4.77130 2.13341 -0.04727  0.095
H -4.86124 0.28677 0.13067  0.063
H -7.06409 0.51065 1.21150  0.137
H -6.07594 3.39086 1.42798  0.123
H -7.14286 2.36342 2.53932  0.136
C -2.12920 -6.12895 -2.30793  0.014
C -3.22599 -5.96565 -1.19538  -0.318
C -3.64022 -4.65830 -0.58267  -0.091
O -5.08138 -4.72320 -0.67949  0.072
C -5.44047 -5.90339 -1.19659  -0.494
O -6.62751 -6.23516 -1.37244  0.108
O -4.36460 -6.58286 -1.74380  0.067
H -1.13751 -6.01882 -1.86916  0.075
H -2.26106 -5.47874 -3.17277  0.068
H -2.28435 -7.09650 -2.78531  0.088
H -3.05549 -6.47991 -0.24956  0.147
H -3.41883 -3.79151 -1.20536  0.122
H -3.18269 -4.37056 0.36388  0.116
C 7.13087 2.89503 0.34221  -0.005
C 5.76169 2.26371 0.68828  -0.277
C 5.78387 1.53615 2.04422  -0.139
O 4.73404 2.03079 2.77361  0.030
C 4.20589 3.14546 2.10084  -0.464
O 3.39402 3.92560 2.54747  0.134
O 4.84973 3.34178 0.90297  0.024
H 7.34771 3.80431 0.90284  0.097
H 7.21661 3.10025 -0.72486  0.060
H 8.03650 2.29744 0.44630  0.088
H 5.17895 1.79503 -0.10471  0.151
H 6.71131 1.72665 2.58427  0.139
H 5.60436 0.47702 1.85953  0.131
C 2.24623 6.94186 0.29659  -0.001
C 0.70104 7.08184 0.35566  -0.334
C -0.02578 5.75526 0.09990  -0.022
O -1.27024 5.79059 0.93612  0.073
C -1.16396 6.95290 1.52362  -0.540
O -2.02549 7.49120 2.27523  0.090
O 0.12341 7.40983 1.57588  0.086
H 2.51392 6.57496 -0.69427  0.070
H 2.51856 6.23108 1.07680  0.076
H 2.89058 7.81476 0.40132  0.084
H 0.53118 7.83182 -0.41685  0.150
H 0.56361 4.87980 0.37245  0.109
H -0.29022 5.67155 -0.95422  0.140
C -6.31866 -1.76150 -4.20842  -0.009
C -5.74872 -2.81241 -5.16323  -0.364
C -4.21686 -3.00991 -5.02548  -0.022
O -4.12035 -4.40905 -4.68792  0.087
C -5.22746 -4.99325 -4.77722  -0.624
O -5.27083 -6.18427 -4.65991  0.153
O -6.21847 -4.08510 -4.98699  0.109
H -5.62432 -0.95778 -4.45344  0.093
H -6.15885 -2.31844 -3.28518  0.090
H -7.35009 -1.43995 -4.35290  0.088
H -6.00676 -2.28953 -6.08415  0.146
H -3.80770 -2.23127 -4.38175  0.125
H -3.55675 -3.03020 -5.89262  0.137
C 2.54252 -4.83335 -4.39190  -0.001
C 1.04655 -4.79098 -4.83249  -0.280
C 0.25741 -3.66656 -4.20093  -0.098
O -0.64346 -3.16146 -5.22970  0.063
C -0.12459 -3.62119 -6.43269  -0.545
O -0.55058 -3.28415 -7.53226  0.117
O 0.77487 -4.54592 -6.24421  0.104
H 2.99914 -5.71689 -4.83794  0.084
H 2.64824 -4.84543 -3.30710  0.092
H 3.01200 -3.89987 -4.70223  0.072
H 0.62651 -5.76614 -4.58608  0.142
H 0.98531 -2.87126 -4.04042  0.125
H -0.06326 -3.87235 -3.17971  0.114
C 3.08662 -0.37883 3.80300  0.033
C 2.85295 -1.92587 3.80938  -0.272
C 2.51809 -2.58183 2.54610  -0.108
O 3.75569 -3.19782 2.36729  0.070
C 4.48557 -3.34591 3.48075  -0.521
O 5.26303 -4.31891 3.74195  0.074
O 4.05111 -2.52582 4.40333  0.112
H 3.47873 -0.19177 4.80268  0.095
H 2.25291 0.30159 3.62960  0.087
H 3.80401 -0.13573 3.01921  0.058
H 2.03211 -2.27047 4.43833  0.125
H 2.27743 -2.00994 1.64993  0.112
H 1.75203 -3.35724 2.54831  0.145
C 4.56387 4.39085 -2.31944  0.001
C 5.55097 4.55494 -3.57465  -0.296
C 6.87472 5.29850 -3.32219  -0.065
O 7.88203 4.26341 -3.44500  0.072
C 7.31028 3.11102 -3.80821  -0.440
O 8.00883 2.06101 -4.00864  0.069
O 5.91052 3.22437 -3.85779  0.063
H 4.08884 5.34181 -2.07836  0.069
H 5.10773 4.14933 -1.40621  0.055
H 3.82012 3.64537 -2.60084  0.076
H 4.82709 5.10160 -4.17902  0.146
H 6.75727 5.77135 -2.34714  0.130
H 6.94355 6.09357 -4.06464  0.130
C 6.62595 -1.35516 -5.75412  -0.023
C 6.31840 -1.07193 -4.29025  -0.298
C 4.81893 -1.20090 -3.83003  -0.047
O 4.76432 -2.21189 -2.80178  0.050
C 5.94783 -2.84166 -2.89504  -0.497
O 6.18683 -3.92434 -2.33167  0.091
O 6.86589 -2.23370 -3.73840  0.034
H 7.68656 -1.10471 -5.77582  0.085
H 6.17531 -0.55542 -6.34185  0.084
H 6.47193 -2.32089 -6.23552  0.097
H 6.93792 -0.28552 -3.85915  0.137
H 4.13084 -1.43733 -4.64166  0.131
H 4.44822 -0.36410 -3.23805  0.122
C -3.22995 4.27532 2.85192  0.011
C -1.96864 3.28621 3.10014  -0.255
C -0.69047 4.02350 3.38727  -0.112
O -0.24087 3.31568 4.49361  0.103
C -1.01132 2.31370 4.85251  -0.557
O -0.77190 1.52515 5.78279  0.103
O -2.16166 2.41902 4.20600  0.109
H -3.10550 5.19978 3.41582  0.068
H -4.20418 4.00479 3.25910  0.068
H -3.31544 4.58839 1.81134  0.070
H -1.78781 2.82900 2.12733  0.119
H -0.56454 5.09163 3.56423  0.143
H -0.01451 3.93955 2.53632  0.106
C -3.79709 -2.49552 2.99915  -0.007
C -4.84199 -2.09036 4.00047  -0.324
C -4.65604 -0.81519 4.86623  -0.112
O -5.89069 -0.21798 4.87957  0.029
C -6.76440 -0.78620 3.92134  -0.363
O -7.92348 -0.35064 3.58952  0.073
O -5.97595 -1.72073 3.29065  0.055
H -2.84562 -2.58258 3.52376  0.072
H -3.56773 -1.76412 2.22421  0.076
H -4.09120 -3.34309 2.38009  0.082
H -5.06360 -3.02875 4.50883  0.153
H -3.84519 -0.14159 4.58891  0.140
H -4.63100 -1.22104 5.87754  0.133
C -0.11193 -1.28396 8.09771  -0.030
C 0.43506 -2.17416 6.98286  -0.230
C -0.69018 -3.16995 6.61518  -0.199
O -0.93627 -2.96090 5.34071  0.070
C -0.33478 -1.80026 4.87796  -0.540
O -0.50883 -1.34425 3.79441  0.165
O 0.43715 -1.27238 5.82080  0.060
H 0.50191 -0.39345 8.23304  0.090
H -0.15650 -2.06348 8.85826  0.092
H -1.04482 -0.74281 7.93967  0.094
H 1.42673 -2.58570 7.17082  0.159
H -1.61138 -3.09334 7.19276  0.135
H -0.31196 -4.15603 6.88483  0.135

E: -167591.2360 eV
Expectation value of S²: 0.7634
Orbital gap (spin up / spin down): 0.2261 / 0.2450 hartree
2S+1: 2
Charge: -1